[1]
Computed, not measured: an isolated molecule of C6H10N4 at a distorted geometry, with wB97M-V/def2-TZVPD.

Calculated values
- ΔE to the lowest compared entry with this formula, charge and spin: 110.9 kcal/mol
- Electronic energy: -12339.6618 eV
- LUMO level: 0.0328 Ha

Structure (ORCA input):
```
! wB97M-V def2-TZVPD RIJCOSX def2/J DEFGRID3
* xyz 0 1
C 0.452 0.237 0.594
C 1.344 -1.800 -0.817
C 0.783 1.028 -0.644
C 1.725 -0.953 -1.775
C 0.627 -1.346 0.351
C 1.361 0.486 -1.715
N -0.950 1.909 1.449
N -0.860 0.661 1.096
N -3.071 0.431 0.855
N -1.829 -0.088 0.772
H 1.144 0.588 1.297
H 1.432 -2.802 -0.954
H 0.433 1.965 -0.734
H 2.236 -1.476 -2.700
H 1.159 -1.636 1.238
H -0.417 -1.655 0.465
H 1.586 1.138 -2.550
H -0.020 2.368 1.478
H -3.795 -0.244 0.869
H -3.340 1.188 1.425
*
```

[2]
Computed, not measured: the ion C6H10N4 with charge +2 at a distorted geometry, with wB97M-V/def2-TZVPD.

Calculated values
- SMILES: C/[NH+]=C1\NC=N[C@@]1(C)C#[NH+]
- ΔE to the lowest compared entry with this formula, charge and spin: 60.0 kcal/mol
- Electronic energy: -12324.2525 eV
- LUMO level: -0.3198 Ha

Structure (ORCA input):
```
! wB97M-V def2-TZVPD RIJCOSX def2/J DEFGRID3
* xyz 2 1
C -0.914 -2.255 0.030
C -2.576 0.449 0.679
C -1.432 -0.118 0.017
C 0.182 -0.350 0.322
C -1.454 0.693 -1.432
C 2.409 0.319 0.947
N -1.934 -1.526 -0.123
N -3.574 0.818 1.059
N 0.305 -1.663 0.473
N 1.042 0.608 0.580
H -0.917 -3.301 -0.037
H -0.924 1.555 -1.290
H -2.519 0.799 -1.907
H -0.818 0.183 -2.202
H 2.803 -0.071 -0.025
H 2.446 -0.517 1.608
H 3.063 1.053 1.437
H -4.327 1.274 1.551
H 1.194 -2.105 0.558
H 0.750 1.478 0.256
*
```

[3]
Computed, not measured: the ion C6H10NO with charge +1 at a distorted geometry, with wB97M-V/def2-TZVPD.

Calculated values
- SMILES: C#C[C@H](O)[N@H+]1C[C@@H]1C
- ΔE to the lowest compared entry with this formula, charge and spin: 87.4 kcal/mol
- Electronic energy: -9910.6048 eV
- LUMO level: -0.1156 Ha

Structure (ORCA input):
```
! wB97M-V def2-TZVPD RIJCOSX def2/J DEFGRID3
* xyz 1 1
C -2.337 -2.533 0.507
C -1.295 -1.987 0.702
C 1.431 1.026 0.173
C 0.687 0.509 -0.989
C -0.039 1.451 -1.902
C 0.232 -0.944 1.114
N 0.155 0.323 0.372
O 0.337 -0.765 2.443
H -3.217 -3.079 0.314
H 2.304 0.500 0.541
H 1.440 2.088 0.379
H 1.024 -0.411 -1.456
H -0.323 2.369 -1.393
H -0.923 0.986 -2.331
H 0.624 1.717 -2.724
H 1.049 -1.555 0.731
H -0.647 0.904 0.628
H -0.502 -0.597 2.892
*
```

[4]
Computed, not measured: the ion C6H10NO with charge +1 at a distorted geometry, with wB97M-V/def2-TZVPD.

Calculated values
- SMILES: CC1=C(C)[N@H+]2C[C@H]2O1
- ΔE to the lowest compared entry with this formula, charge and spin: 49.8 kcal/mol
- Electronic energy: -9912.2324 eV
- LUMO level: -0.1128 Ha

Structure (ORCA input):
```
! wB97M-V def2-TZVPD RIJCOSX def2/J DEFGRID3
* xyz 1 1
C -0.282 -0.420 0.295
C -0.384 0.904 0.081
C 1.944 -0.334 -0.746
C 1.839 0.630 0.382
C -1.285 -1.547 0.216
C -1.630 1.726 -0.222
N 1.142 -0.676 0.449
O 0.787 1.540 0.311
H 1.273 -0.166 -1.683
H 2.894 -0.882 -0.837
H 2.484 0.804 1.203
H -2.131 -1.313 -0.280
H -1.377 -2.126 1.061
H -0.933 -2.263 -0.427
H -1.195 2.627 -0.525
H -2.280 1.776 0.729
H -2.168 1.253 -0.968
H 1.302 -1.532 0.961
*
```

[5]
Computed, not measured: a structure of composition C6H10NO2 at a distorted geometry, with wB97M-V/def2-TZVPD.

Calculated values
- ΔE to the lowest compared entry with this formula, charge and spin: 11.3 kcal/mol
- Electronic energy: -11968.7197 eV
- LUMO level: 0.1374 Ha

Structure (ORCA input):
```
! wB97M-V def2-TZVPD RIJCOSX def2/J DEFGRID3
* xyz -1 1
C 0.612 0.362 1.106
C 0.496 1.248 -1.407
C 0.638 -0.785 2.008
C 0.133 -1.256 -1.151
C -1.812 0.317 -0.381
C -0.267 0.083 -0.636
N 1.048 1.426 1.490
O 0.216 2.370 -0.929
O 1.333 0.882 -2.261
H -0.403 -1.184 2.294
H 1.058 -1.628 1.432
H 1.290 -0.596 2.941
H 0.104 -1.098 -2.298
H -0.516 -2.058 -0.955
H 1.130 -1.463 -0.956
H -1.854 0.818 0.614
H -2.246 -0.649 -0.478
H -2.244 1.018 -1.228
H 1.285 2.195 0.793
*
```

[6]
Computed, not measured: an isolated molecule of C6H10NO2PS at a distorted geometry, with wB97M-V/def2-TZVPD.

Calculated values
- SMILES: C#C[C@@H]1CO[P@](=O)(SC)N1C
- ΔE to the lowest compared entry with this formula, charge and spin: 0.0 kcal/mol
- Electronic energy: -32091.3608 eV
- LUMO level: 0.0172 Ha

Structure (ORCA input):
```
! wB97M-V def2-TZVPD RIJCOSX def2/J DEFGRID3
* xyz 0 1
C -3.001 -1.041 -2.365
C -2.226 -0.863 -1.444
C -1.766 0.391 0.598
C -1.323 -0.766 -0.263
C 0.716 -1.969 -0.904
C 2.756 2.538 0.993
N 0.097 -0.697 -0.545
O 1.689 -0.069 2.075
O -0.814 0.522 1.630
P 0.728 0.435 1.031
S 1.167 2.292 0.195
H -3.567 -1.214 -3.240
H -1.961 1.250 0.072
H -2.613 0.070 1.186
H -1.574 -1.612 0.308
H 1.743 -2.019 -0.531
H 0.133 -2.724 -0.340
H 0.407 -2.058 -1.924
H 3.649 2.664 0.348
H 2.917 1.515 1.432
H 2.841 3.356 1.687
*
```

[7]
Computed, not measured: the ion C6H10NO3 with charge -1 at a distorted geometry, with wB97M-V/def2-TZVPD.

Calculated values
- SMILES: C[C@@H]1N(C(=O)[O-])C[C@]1(C)O
- ΔE to the lowest compared entry with this formula, charge and spin: 21.1 kcal/mol
- Electronic energy: -14016.6066 eV
- LUMO level: 0.1258 Ha

Structure (ORCA input):
```
! wB97M-V def2-TZVPD RIJCOSX def2/J DEFGRID3
* xyz -1 1
C -1.226 -2.186 0.603
C -1.129 -0.185 -0.932
C 0.634 -0.338 0.410
C -0.115 0.813 -0.377
C 2.058 -0.551 0.164
C -0.668 2.006 0.484
N -0.392 -1.370 -0.335
O -0.647 -2.883 1.418
O -2.441 -2.076 0.371
O 0.703 1.488 -1.397
H -2.118 -0.028 -0.579
H -1.049 -0.457 -1.980
H 0.344 -0.099 1.453
H 2.351 0.383 0.375
H 2.297 -0.924 -0.825
H 2.415 -1.350 0.956
H -1.728 1.870 0.635
H -0.468 2.934 -0.020
H -0.165 2.030 1.477
H 1.344 0.922 -1.902
*
```

[8]
Computed, not measured: an isolated molecule of C6H10NO3P at a distorted geometry, with wB97M-V/def2-TZVPD.

Calculated values
- SMILES: C#C[C@@H]1CO[P@](=O)(OC)N1C
- ΔE to the lowest compared entry with this formula, charge and spin: 17.9 kcal/mol
- Electronic energy: -23304.6281 eV
- LUMO level: 0.0317 Ha

Structure (ORCA input):
```
! wB97M-V def2-TZVPD RIJCOSX def2/J DEFGRID3
* xyz 0 1
C -0.469 -0.649 2.587
C -0.351 -1.173 1.555
C 0.853 -2.334 -0.348
C -0.463 -1.751 0.194
C -1.766 0.260 -0.486
C 2.007 2.070 -0.332
N -0.785 -0.753 -0.886
O 0.857 0.632 -2.677
O 1.575 -1.291 -1.014
O 1.108 0.981 -0.149
P 0.740 0.003 -1.370
H -0.448 -0.378 3.657
H 1.576 -2.728 0.332
H 0.475 -2.955 -1.166
H -1.323 -2.332 0.119
H -2.081 0.719 -1.417
H -2.687 -0.309 -0.122
H -1.349 1.137 0.124
H 2.586 2.125 0.504
H 1.365 3.042 -0.424
H 2.655 1.889 -1.249
*
```

[9]
Computed, not measured: the ion C6H10NO3S with charge -1 at a distorted geometry, with wB97M-V/def2-TZVPD.

Calculated values
- ΔE to the lowest compared entry with this formula, charge and spin: 13.4 kcal/mol
- Electronic energy: -24851.6968 eV
- LUMO level: 0.1398 Ha

Structure (ORCA input):
```
! wB97M-V def2-TZVPD RIJCOSX def2/J DEFGRID3
* xyz -1 1
C -3.676 1.072 0.254
C -2.455 1.066 -0.280
C 0.127 0.873 0.010
C 2.827 -1.034 -0.604
C 2.379 0.236 0.175
C -1.350 0.420 0.337
N 0.995 0.117 0.705
O -0.800 -1.552 -1.423
O 0.428 1.866 -0.675
O -0.333 -2.067 0.914
S -1.354 -1.527 -0.086
H -4.437 1.664 -0.152
H -3.955 0.536 1.211
H -2.124 1.770 -1.187
H 2.509 -0.969 -1.542
H 3.875 -1.105 -0.741
H 2.560 -2.023 -0.060
H 2.888 0.229 1.136
H 2.619 0.984 -0.551
H -1.556 0.306 1.508
H 0.831 -0.861 1.049
*
```

[10]
Computed, not measured: the ion C6H10NS with charge +1 at a distorted geometry, with wB97M-V/def2-TZVPD.

Calculated values
- SMILES: C/C=C1/C=CS[C@H]1[NH3+]
- ΔE to the lowest compared entry with this formula, charge and spin: 22.9 kcal/mol
- Electronic energy: -18700.9196 eV
- LUMO level: -0.1367 Ha

Structure (ORCA input):
```
! wB97M-V def2-TZVPD RIJCOSX def2/J DEFGRID3
* xyz 1 1
C 1.037 -1.582 -0.436
C 2.297 -1.169 -0.372
C -0.017 -0.669 -0.015
C -1.268 -0.922 0.283
C 0.684 0.716 0.318
C -2.208 -0.029 0.949
N 0.443 1.664 -0.923
S 2.462 0.379 0.408
H 0.641 -2.452 -0.883
H 3.186 -1.492 -0.745
H -1.544 -1.936 0.172
H 0.376 1.258 1.101
H -3.172 0.139 0.346
H -1.831 0.883 1.171
H -2.552 -0.348 1.920
H 1.477 1.977 -1.157
H -0.017 2.517 -0.535
H 0.007 1.068 -1.602
*
```